Entry 1:
Below is C31H29BaN5O3PS6Sb as an isolated structure, with properties calculated with ωB97M-V with the def2-TZVPD basis set.

The geometry in XYZ format:
```
77
C31H29BaN5O3PS6Sb (ωB97M-V with the def2-TZVPD basis set)
Ba -0.353 0.637 0.395
N 5.247 3.965 3.941
C 4.095 3.957 3.150
C 3.398 2.769 2.930
C 2.283 2.751 2.114
C 1.846 3.918 1.500
C 2.533 5.101 1.712
C 3.654 5.123 2.527
S 0.364 3.963 0.527
O 0.093 5.346 0.247
O -0.646 3.252 1.323
N 0.757 3.019 -0.693
C -0.075 2.883 -1.772
N -0.782 3.913 -2.269
C -1.542 3.659 -3.320
C -1.634 2.411 -3.921
C -0.891 1.408 -3.330
N -0.121 1.624 -2.271
H 5.304 3.202 4.597
H 5.444 4.850 4.382
H 3.734 1.852 3.399
H 1.784 1.801 1.962
H 2.171 6.005 1.241
H 4.190 6.052 2.687
H -2.115 4.500 -3.702
H -2.272 2.228 -4.773
H -0.925 0.384 -3.690
S -2.689 -4.367 1.511
Sb -0.771 -3.135 1.178
S -0.701 -2.205 -0.977
S -0.474 -1.434 2.755
S -3.697 0.340 0.227
C -3.968 -0.904 -0.852
N -4.177 -2.174 -0.563
C -4.128 -3.123 -1.666
C -4.568 -2.344 -2.901
S -4.036 -0.634 -2.585
H -3.951 -2.535 0.370
H -4.785 -3.965 -1.456
H -3.102 -3.485 -1.762
H -5.650 -2.359 -3.029
H -4.091 -2.719 -3.804
O 2.111 -0.189 0.327
P 3.537 -0.556 0.082
C 4.593 0.896 -0.045
C 5.798 1.047 0.635
C 6.526 2.221 0.501
C 6.052 3.240 -0.311
C 4.851 3.093 -0.991
C 4.117 1.926 -0.858
C 4.146 -1.614 1.404
C 5.347 -2.318 1.316
C 5.750 -3.130 2.363
C 4.946 -3.255 3.491
C 3.742 -2.574 3.571
C 3.337 -1.749 2.529
C 3.761 -1.466 -1.453
C 2.726 -2.309 -1.855
C 2.867 -3.057 -3.014
C 4.032 -2.970 -3.765
C 5.060 -2.125 -3.367
C 4.924 -1.368 -2.212
H 6.158 0.260 1.286
H 7.452 2.347 1.047
H 6.611 4.164 -0.396
H 4.464 3.899 -1.602
H 3.154 1.835 -1.349
H 5.957 -2.246 0.422
H 6.681 -3.679 2.295
H 5.257 -3.901 4.303
H 3.098 -2.688 4.433
H 2.378 -1.243 2.578
H 1.806 -2.363 -1.280
H 2.058 -3.705 -3.327
H 4.137 -3.555 -4.670
H 5.961 -2.047 -3.960
H 5.714 -0.689 -1.913
```

Values from the calculation:
net charge = -1
multiplicity = 2
frontier orbital gap (spin up / spin down) = 6.07 / 6.42 eV

Entry 2:
Below is C3H8N2O in the gas phase, with properties calculated with ωB97M-V with the def2-TZVPD basis set.

The geometry in XYZ format:
```
14
C3H8N2O (ωB97M-V with the def2-TZVPD basis set)
N -2.134 0.122 -1.889
C -1.129 -0.505 -1.077
N -0.641 0.394 -0.048
C 0.226 -0.214 0.956
C 1.583 0.453 1.023
O 2.582 -0.118 1.347
H -2.191 1.112 -1.746
H -2.983 -0.394 -2.010
H -0.295 -0.914 -1.677
H -1.559 -1.371 -0.557
H -0.322 1.291 -0.379
H -0.256 -0.152 1.941
H 0.401 -1.257 0.727
H 1.554 1.520 0.734
```

Values from the calculation:
structure (SMILES) = NCNCC=O
multiplicity = 1
frontier orbital gap = 9.84 eV

One value per record, in order, for E: -127751.39625, -8267.22424 eV.
One value per record, in order, for energy above the lowest of the compared OMol25 structures with the same formula, charge and spin: 43.4, 202.8 kJ/mol.